C21H23FN9O4STl | wB97M-V/def2-TZVPD

Atoms and positions in Å:
Tl: -0.390 -0.154 -1.106
C: 3.009 0.117 -3.105
N: 2.622 0.330 -1.727
C: 3.163 1.587 -1.235
C: 3.040 -0.802 -0.905
C: 2.632 -0.704 0.556
C: 3.600 -1.026 1.508
C: 3.309 -0.967 2.866
C: 2.048 -0.541 3.254
C: 1.103 -0.204 2.287
C: 1.326 -0.291 0.906
H: 4.103 -0.016 -3.213
H: 2.700 0.970 -3.708
H: 2.506 -0.773 -3.492
H: 4.269 1.603 -1.283
H: 2.852 1.740 -0.204
H: 2.777 2.410 -1.841
H: 4.140 -0.916 -0.975
H: 2.592 -1.701 -1.345
H: 4.595 -1.329 1.186
H: 4.054 -1.243 3.604
H: 1.800 -0.485 4.312
H: 0.134 0.151 2.640
N: 1.008 5.031 -1.903
C: 1.503 4.819 -3.095
N: 2.462 5.689 -3.639
N: 1.218 3.802 -3.902
C: 0.448 2.783 -3.593
N: -0.199 1.819 -3.467
H: 1.390 5.854 -1.456
H: 0.215 4.059 -0.929
H: 2.360 6.649 -3.361
H: 2.565 5.568 -4.633
S: -3.693 2.908 -3.570
C: -3.363 1.485 -4.471
C: -3.091 0.460 -3.630
N: -3.158 0.759 -2.293
C: -3.476 1.992 -2.108
H: -3.357 1.504 -5.550
H: -2.821 -0.543 -3.930
H: -3.572 2.468 -1.140
N: -0.246 3.222 -0.433
C: -0.661 2.187 -0.117
F: -5.276 -3.376 5.460
C: -4.140 -3.781 4.845
C: -3.485 -2.931 4.032
N: -2.284 -3.238 3.453
C: -1.802 -2.358 2.379
C: -2.873 -2.205 1.217
O: -4.027 -2.604 1.508
O: -2.437 -1.694 0.170
C: -1.753 -4.505 3.585
O: -0.726 -4.883 3.053
N: -2.468 -5.342 4.428
C: -3.664 -5.102 5.105
O: -4.151 -5.960 5.827
H: -3.842 -1.923 3.899
H: -0.880 -2.749 1.972
H: -1.629 -1.359 2.775
H: -2.079 -6.263 4.534

Values from the calculation:
HOMO = -1.24 eV
charge = -2
largest force on an atom = 1.0 eV/Å
LUMO level = 4.13 eV
energy relative to the best compared isomer or geometry (same formula, charge and spin) = 0.500 eV